(1)
Computed, not measured: 2 unconnected molecules or ions with the total composition C4H11PS at a distorted geometry, with the ωB97M-V functional and the def2-TZVPD basis.

As for the charge: 0. Its structure (SMILES) is CP(C)S.C=C. The spin multiplicity is 1. As for the highest occupied orbital energy: -8.6 eV.

Structure (XYZ):
```
17
C4H11PS, DFT the ωB97M-V functional and the def2-TZVPD basis
C 0.4122 0.3694 2.3586
P 0.3377 0.6093 0.4242
C -1.4598 0.1174 0.1121
S 0.2100 2.7104 0.2863
H 0.4779 1.2300 3.0568
H -0.4540 -0.2342 2.3494
H 1.2318 -0.2929 2.5633
H -1.3924 -0.6408 -0.7919
H -1.8965 -0.5388 0.8649
H -1.8902 1.0474 0.0516
H -0.4597 2.9674 1.5973
C 1.3182 -1.4928 -1.7702
C 0.2643 -1.0047 -2.4640
H 1.6539 -2.4394 -1.7430
H 1.9448 -0.7462 -1.3180
H -0.3115 -1.6738 -3.0393
H 0.0133 0.0124 -2.5380
```

=====

(2)
Computed, not measured: 2 unconnected molecules or ions with the total composition C4H11S2 at a distorted geometry, with the ωB97M-V functional and the def2-TZVPD basis.

As for the charge: -1. The spin multiplicity is 1. As for the highest occupied orbital energy: -2.5 eV.

Structure (XYZ):
```
17
C4H11S2, DFT the ωB97M-V functional and the def2-TZVPD basis
C -2.2442 -1.8006 -0.7551
S -2.1757 -2.0593 1.0134
C -1.4785 -0.3719 1.4855
H -2.7276 -2.6352 -1.2728
H -1.2082 -1.6631 -1.0994
H -2.7094 -0.8742 -1.0795
H -2.0959 0.3756 1.0193
H -1.4989 -0.4191 2.5746
H -0.4522 -0.4121 1.1336
C 2.6594 1.6543 -0.1103
C 1.5720 0.7461 -0.6493
S -0.0420 1.6013 -0.5637
H 2.4684 1.8472 0.9572
H 2.7679 2.6013 -0.6503
H 3.6638 1.1621 -0.0971
H 1.6653 -0.2557 -0.2049
H 1.8359 0.5034 -1.7013
```

=====

(3)
Computed, not measured: 2 unconnected molecules or ions with the total composition C4H12 at a distorted geometry, with the ωB97M-V functional and the def2-TZVPD basis.

As for the charge: -1. The expectation value of S² is 0.750. The spin multiplicity is 2. As for the highest occupied orbital energy (spin up / spin down): 1.5 / -7.5 eV.

Structure (XYZ):
```
16
C4H12, DFT the ωB97M-V functional and the def2-TZVPD basis
C -0.5458 0.3868 -2.3600
C 0.3410 1.4386 -1.5599
H -1.4981 0.2708 -2.1012
H -0.5758 0.8048 -3.3430
H -0.0783 -0.6766 -2.4217
H 0.0511 2.0570 -0.6912
H 1.3903 1.0844 -1.1710
H 0.7303 2.2921 -2.1990
C -0.3130 -0.9419 1.3180
C 0.3556 -1.0362 2.6896
H 0.2711 -0.8464 0.5210
H -0.7332 -1.9248 1.0968
H -1.1250 -0.1634 1.3677
H 1.2609 -0.3200 2.7066
H -0.3416 -0.4263 3.3490
H 0.8106 -1.9988 2.7982
```

=====

(4)
Computed, not measured: 2 unconnected molecules or ions with the total composition C4H12 at a distorted geometry, with the ωB97M-V functional and the def2-TZVPD basis.

As for the charge: -1. The expectation value of S² is 0.750. The spin multiplicity is 2. As for the highest occupied orbital energy (spin up / spin down): 1.6 / -7.9 eV.

Structure (XYZ):
```
16
C4H12, DFT the ωB97M-V functional and the def2-TZVPD basis
C 0.9098 -1.3270 2.3879
C 1.9445 -1.3036 1.2331
H 0.1289 -0.5779 2.1995
H 0.3204 -2.2498 2.4104
H 1.3162 -1.1099 3.3746
H 2.8971 -1.0299 1.7055
H 1.7450 -0.4291 0.6500
H 2.0556 -2.2530 0.7409
C -2.0098 1.4661 -1.3777
C -0.8161 1.1233 -2.2798
H -1.9740 2.4963 -1.0508
H -2.9726 1.2564 -1.8504
H -1.9863 0.7917 -0.5155
H -0.0435 1.8876 -2.2313
H -1.1446 1.1060 -3.3207
H -0.3706 0.1529 -2.0757
```

=====

(5)
Computed, not measured: 2 unconnected molecules or ions with the total composition C4H12, with the ωB97M-V functional and the def2-TZVPD basis.

As for the charge: -1. The expectation value of S² is 0.750. The spin multiplicity is 2. As for the highest occupied orbital energy (spin up / spin down): 1.5 / -7.9 eV.

Structure (XYZ):
```
16
C4H12, DFT the ωB97M-V functional and the def2-TZVPD basis
C 2.1169 -0.0506 0.2377
C 2.7862 0.7612 1.3629
H 1.0932 0.2980 0.0941
H 2.6380 0.0622 -0.7062
H 1.9423 -1.0975 0.4703
H 2.0157 1.2076 2.0020
H 3.4001 1.5603 0.9477
H 3.3996 0.1482 2.0350
C -2.4327 -0.3997 -1.5564
C -2.4310 -0.3069 -0.0267
H -1.4798 -0.0991 -2.0084
H -2.5896 -1.4208 -1.9130
H -3.2267 0.2137 -1.9867
H -2.5965 0.7283 0.2742
H -1.4661 -0.6108 0.3862
H -3.1695 -0.9938 0.3873
```

=====

(6)
Computed, not measured: 2 unconnected molecules or ions with the total composition C4H12 at a distorted geometry, with the ωB97M-V functional and the def2-TZVPD basis.

As for the charge: -1. The expectation value of S² is 0.750. The spin multiplicity is 2. As for the highest occupied orbital energy (spin up / spin down): 1.6 / -7.7 eV.

Structure (XYZ):
```
16
C4H12, DFT the ωB97M-V functional and the def2-TZVPD basis
C 1.4339 -0.0326 -1.3342
C 2.3220 0.3370 -0.1486
H 1.6270 0.5014 -2.2668
H 1.5605 -1.1082 -1.5103
H 0.3756 0.0599 -1.1443
H 3.2557 0.7648 -0.5302
H 2.5070 -0.4384 0.5863
H 1.9388 1.2375 0.3379
C -2.4645 -0.1497 0.2500
C -1.3622 -0.2057 1.2589
H -3.0473 -1.0350 0.1532
H -3.0672 0.7255 0.3168
H -2.0999 -0.0561 -0.7923
H -1.6545 -0.6345 2.2235
H -0.9115 0.7693 1.5019
H -0.4134 -0.7351 1.0983
```

=====

(7)
Computed, not measured: 2 unconnected molecules or ions with the total composition C4H12 at a distorted geometry, with the ωB97M-V functional and the def2-TZVPD basis.

As for the charge: -1. The expectation value of S² is 0.750. The spin multiplicity is 2. As for the highest occupied orbital energy (spin up / spin down): 1.5 / -7.7 eV.

Structure (XYZ):
```
16
C4H12, DFT the ωB97M-V functional and the def2-TZVPD basis
C -0.5966 -2.2920 0.3000
C -0.4199 -1.8595 1.7701
H -1.4264 -1.7808 -0.1902
H 0.2643 -2.0789 -0.3305
H -0.6599 -3.3833 0.2587
H 0.6345 -1.7577 1.9920
H -0.9717 -0.9428 2.0002
H -0.9221 -2.5611 2.4411
C 0.0190 1.5056 -1.1436
C 0.9669 2.7096 -0.9627
H -0.9197 1.6176 -0.5964
H -0.0665 1.2808 -2.2079
H 0.4132 0.5852 -0.7157
H 1.7215 2.3639 -0.2474
H 1.4458 3.0181 -1.8875
H 0.5176 3.5753 -0.4800
```

=====

(8)
Computed, not measured: 2 unconnected molecules or ions with the total composition C4H12, with the ωB97M-V functional and the def2-TZVPD basis.

As for the charge: 0. Its structure (SMILES) is CC.CC. The spin multiplicity is 1. As for the highest occupied orbital energy: -11.8 eV.

Structure (XYZ):
```
16
C4H12, DFT the ωB97M-V functional and the def2-TZVPD basis
C 0.0653 -0.3838 -2.3203
C -0.0143 1.1229 -2.4118
H 0.3457 -0.8207 -3.2803
H 0.7682 -0.7620 -1.5786
H -0.8992 -0.8371 -2.0537
H 0.9625 1.5783 -2.5463
H -0.4574 1.5918 -1.5319
H -0.6318 1.4273 -3.2598
C -0.0572 -0.4204 1.6202
C 0.0347 -0.2883 3.1380
H 0.4102 -1.3382 1.2948
H -1.0888 -0.4236 1.2876
H 0.4271 0.4073 1.1127
H -0.2318 0.7194 3.4627
H 1.0299 -0.5851 3.4722
H -0.6632 -0.9880 3.5943
```

=====

(9)
Computed, not measured: 2 unconnected molecules or ions with the total composition C4H12 at a distorted geometry, with the ωB97M-V functional and the def2-TZVPD basis.

As for the charge: 0. Its structure (SMILES) is CC.CC. The spin multiplicity is 1. As for the highest occupied orbital energy: -11.5 eV.

Structure (XYZ):
```
16
C4H12, DFT the ωB97M-V functional and the def2-TZVPD basis
C 1.1709 1.7674 -0.5289
C 1.7545 0.5346 -1.1981
H 0.9954 1.6109 0.5370
H 1.6128 2.7321 -0.7662
H 0.1338 1.9262 -0.8679
H 1.3947 0.4686 -2.2269
H 1.5039 -0.3956 -0.6969
H 2.8426 0.5797 -1.2718
C -1.4832 -0.4321 1.0952
C -1.4346 -1.8782 0.6409
H -1.3333 0.1990 0.2158
H -2.3394 -0.1338 1.7038
H -0.6931 -0.0971 1.7834
H -1.7197 -2.5490 1.4591
H -0.4342 -2.1614 0.3276
H -2.1280 -2.0988 -0.1673
```

=====

(10)
Computed, not measured: 2 unconnected molecules or ions with the total composition C4H12, with the ωB97M-V functional and the def2-TZVPD basis.

As for the charge: 0. Its structure (SMILES) is CC.CC. The spin multiplicity is 1. As for the highest occupied orbital energy: -11.9 eV.

Structure (XYZ):
```
16
C4H12, DFT the ωB97M-V functional and the def2-TZVPD basis
C 0.7104 1.3107 -2.6992
C 0.9746 2.2627 -1.5448
H -0.2069 0.7373 -2.5337
H 0.6051 1.8198 -3.6603
H 1.5041 0.5622 -2.8086
H 1.2583 1.7156 -0.6418
H 0.0751 2.8369 -1.2883
H 1.7818 2.9648 -1.7506
C -0.1660 -1.4839 2.3405
C -1.5158 -2.0630 1.8727
H -0.2079 -0.4021 2.3314
H 0.1185 -1.8349 3.3254
H 0.6678 -1.7866 1.7025
H -1.4805 -2.4012 0.8409
H -2.3051 -1.3203 2.0164
H -1.8136 -2.9179 2.4974
```

=====

(11)
Computed, not measured: 2 unconnected molecules or ions with the total composition C4H12 at a distorted geometry, with the ωB97M-V functional and the def2-TZVPD basis.

As for the charge: 0. Its structure (SMILES) is CC.CC. The spin multiplicity is 1. As for the highest occupied orbital energy: -11.5 eV.

Structure (XYZ):
```
16
C4H12, DFT the ωB97M-V functional and the def2-TZVPD basis
C -2.1513 2.1367 -0.6058
C -3.4427 1.7855 0.1622
H -1.4676 2.8511 -0.1504
H -1.5569 1.2448 -0.8310
H -2.3100 2.5048 -1.6269
H -3.1539 1.7156 1.2057
H -3.8188 0.9134 -0.3625
H -4.1754 2.5902 0.1014
C 2.9972 -2.0463 0.9929
C 2.5465 -1.9227 -0.4773
H 3.0000 -1.0765 1.4848
H 2.3923 -2.8026 1.4827
H 4.0288 -2.4079 1.0130
H 1.6206 -1.3333 -0.4979
H 2.3315 -2.9237 -0.8347
H 3.1597 -1.2291 -1.0562
```

=====

(12)
Computed, not measured: 2 unconnected molecules or ions with the total composition C4H12 at a distorted geometry, with the ωB97M-V functional and the def2-TZVPD basis.

As for the charge: 0. Its structure (SMILES) is CC.CC. The spin multiplicity is 1. As for the highest occupied orbital energy: -11.3 eV.

Structure (XYZ):
```
16
C4H12, DFT the ωB97M-V functional and the def2-TZVPD basis
C 0.8941 0.5994 1.6989
C 1.9077 -0.6171 1.5711
H 0.1162 0.3094 0.9790
H 0.3643 0.6089 2.6419
H 1.3864 1.5451 1.5196
H 1.8322 -1.2394 2.4644
H 2.9259 -0.3003 1.3566
H 1.4959 -1.2013 0.7475
C -0.8526 0.2270 -1.1136
C -1.8992 -0.1537 -2.1300
H -1.2209 0.7298 -0.2280
H -0.3060 -0.6598 -0.8259
H -0.0371 0.8979 -1.4342
H -1.6344 -0.0117 -3.1803
H -2.7843 0.4726 -1.9713
H -2.1884 -1.2067 -2.0957
```

=====

(13)
Computed, not measured: 2 unconnected molecules or ions with the total composition C4H12 at a distorted geometry, with the ωB97M-V functional and the def2-TZVPD basis.

As for the charge: 0. Its structure (SMILES) is CC.CC. The spin multiplicity is 1. As for the highest occupied orbital energy: -11.6 eV.

Structure (XYZ):
```
16
C4H12, DFT the ωB97M-V functional and the def2-TZVPD basis
C -2.1839 0.2461 -0.6579
C -1.8943 1.6447 -0.0710
H -3.2503 0.0895 -0.8190
H -1.6615 0.1477 -1.6074
H -1.8815 -0.5583 0.0102
H -2.8089 2.0942 0.3133
H -1.3280 2.2568 -0.7592
H -1.3267 1.5124 0.8559
C 1.6839 -1.6051 0.1476
C 2.3467 -0.2564 0.5799
H 2.4555 -2.2483 -0.2615
H 1.1327 -2.1106 0.9364
H 0.9798 -1.2984 -0.6206
H 3.3720 -0.4880 0.8862
H 2.5193 0.3238 -0.3235
H 1.8452 0.2499 1.3908
```

=====

(14)
Computed, not measured: 2 unconnected molecules or ions with the total composition C4H12 at a distorted geometry, with the ωB97M-V functional and the def2-TZVPD basis.

As for the charge: 0. Its structure (SMILES) is CC.CC. The spin multiplicity is 1. As for the highest occupied orbital energy: -11.3 eV.

Structure (XYZ):
```
16
C4H12, DFT the ωB97M-V functional and the def2-TZVPD basis
C 0.4538 -2.0265 1.5084
C -0.7326 -1.7404 0.6057
H 0.6933 -1.2198 2.1453
H 0.2589 -2.8215 2.2611
H 1.3978 -2.2334 1.0888
H -1.7191 -1.5632 1.1300
H -0.8630 -2.4939 -0.1849
H -0.3061 -0.8311 0.0430
C -0.5778 1.4535 -1.2804
C 0.7566 2.3330 -0.9149
H -0.9988 1.0523 -0.2850
H -1.1875 1.9427 -1.9788
H -0.3558 0.5058 -1.5851
H 1.3359 1.7752 -0.2240
H 0.4185 3.3311 -0.5901
H 1.4258 2.5363 -1.7390
```

=====

(15)
Computed, not measured: 2 unconnected molecules or ions with the total composition C4H12 at a distorted geometry, with the ωB97M-V functional and the def2-TZVPD basis.

As for the charge: 0. Its structure (SMILES) is CC.CC. The spin multiplicity is 1. As for the highest occupied orbital energy: -11.9 eV.

Structure (XYZ):
```
16
C4H12, DFT the ωB97M-V functional and the def2-TZVPD basis
C 0.8111 -2.2348 -0.7370
C 0.2816 -1.3799 -1.9180
H 0.0839 -2.9723 -0.4074
H 1.7004 -2.7571 -1.0790
H 1.0884 -1.5718 0.0889
H 0.0462 -0.3706 -1.5963
H -0.6532 -1.7905 -2.3080
H 1.0145 -1.3468 -2.7144
C -0.0385 1.2386 1.5456
C -1.0369 2.3591 1.1360
H 0.1065 0.5932 0.6798
H 0.9018 1.7002 1.8262
H -0.3993 0.6753 2.4039
H -0.4943 3.2551 0.8627
H -1.7703 2.5697 1.9227
H -1.6418 2.0326 0.2941
```

=====

Listing electronic energy for the structures above in their given order: -24448.1538, -25997.2379, -4339.1949, -4340.6211, -4340.8430, -4340.4817, -4340.6178, -4342.4769, -4342.2320, -4342.3830, -4342.0633, -4341.8974, -4342.1306, -4341.3757, -4342.2723 eV.
Listing relative energy (zero: lowest compared OMol25 entry of this formula, charge and spin) for the structures above in their given order: 51.1, 13.8, 42.5, 9.6, 4.5, 12.8, 9.7, 1.2, 6.8, 3.4, 10.7, 14.5, 9.2, 26.6, 5.9 kcal per mole.